Record 1
Molecular formula: C51H102O25
Method: DFT, the ωB97M-V functional and the def2-TZVPD basis

E_HOMO: -9.45 eV
HOMO-LUMO gap: 0.36205 Ha
LUMO level: 0.0146 Eh

Structure (ORCA input):
```
! wB97M-V def2-TZVPD RIJCOSX def2/J DEFGRID3
* xyz 0 1
O -6.53 12.72 16.06
O -4.41 22.20 20.58
O 1.75 19.31 13.87
O -7.57 23.20 15.72
O -7.60 21.12 19.55
O -9.28 18.17 18.42
O -11.45 17.79 18.59
O -0.52 16.60 22.61
O 1.55 19.09 16.09
O -4.93 17.49 17.64
O -9.72 9.71 19.85
O -4.51 11.87 16.45
O -1.11 19.91 20.01
O -7.42 14.88 20.63
O -4.35 15.55 18.61
O -8.10 15.89 14.73
O -9.68 16.10 16.24
O -5.15 24.26 20.99
O 0.44 15.62 17.03
O -6.15 21.44 15.84
O -7.32 20.22 21.56
O 0.45 21.33 19.25
O -8.35 11.29 20.67
O -2.23 15.16 22.67
O -7.57 14.24 22.78
C -3.56 11.33 18.53
C -8.19 22.22 20.28
C -4.95 23.41 18.69
C -5.44 12.41 15.68
C -8.96 14.76 22.78
C -0.31 18.60 14.74
C -7.36 21.99 15.95
C -5.15 22.19 13.69
C -7.22 20.12 20.37
C -9.42 14.84 24.24
C -0.21 17.11 18.72
C -6.65 19.00 19.61
C -6.24 17.37 14.34
C -2.66 17.07 21.50
C -8.05 11.93 19.40
C -10.08 16.23 19.59
C -1.69 14.30 23.70
C -6.91 14.41 21.60
C -3.64 18.10 17.80
C -1.51 22.46 18.21
C -7.69 17.24 14.82
C -2.23 14.72 25.09
C -4.73 11.96 17.84
C -13.20 19.24 17.99
C 3.10 19.46 17.81
C -9.23 9.75 22.19
C -3.74 19.58 17.32
C -8.95 23.09 19.31
C -9.13 10.20 20.77
C 2.92 19.47 16.31
C -5.02 12.41 14.24
C -0.03 20.47 20.14
C -0.72 14.61 18.87
C -9.15 12.91 19.01
C -5.52 14.06 21.75
C -6.51 15.77 17.66
C -9.49 14.05 14.94
C -5.15 16.20 18.01
C -10.18 17.51 18.84
C -9.14 15.42 15.36
C 1.10 19.05 14.86
C -5.14 22.26 15.21
C -0.31 21.52 18.02
C -1.67 16.28 22.32
C -3.84 20.42 22.11
C -8.27 20.87 16.33
C -4.87 23.40 20.18
C 0.94 20.24 21.28
C -4.29 21.90 22.05
C -0.16 15.76 18.05
C -11.68 19.02 17.86
H -1.73 14.88 19.12
H -1.68 15.55 25.47
H -9.18 13.81 19.62
H -10.45 13.79 15.40
H 3.02 18.42 18.15
H -8.97 10.57 22.89
H -4.90 13.48 13.98
H -0.17 14.40 19.78
H 0.17 17.92 18.10
H -9.05 15.92 19.61
H -5.42 13.02 22.12
H -13.79 18.44 17.51
H -4.50 19.86 21.44
H -4.05 23.88 18.27
H -3.57 17.15 22.09
H -6.01 18.48 14.24
H -13.49 19.28 19.07
H -8.89 15.77 22.37
H -7.93 11.21 18.61
H -9.07 24.12 19.70
H -5.08 21.13 13.38
H -4.44 20.11 17.96
H -2.04 22.49 17.28
H -7.40 18.35 19.20
H -10.25 15.55 24.34
H -3.55 22.60 22.49
H -8.91 21.94 21.09
H -0.79 19.02 15.61
H -5.92 12.12 13.72
H -2.11 13.90 25.81
H -2.77 20.05 17.44
H -6.07 16.91 13.37
H -10.47 16.50 20.59
H -1.20 23.51 18.36
H 3.06 20.46 15.88
H -2.92 17.48 17.20
H -6.03 22.61 13.21
H -9.52 14.04 22.14
H -0.59 14.34 23.74
H -11.13 19.87 18.34
H -8.54 8.91 22.36
H -5.00 14.68 22.44
H -10.20 9.34 22.27
H -2.81 20.43 21.64
H -13.56 20.11 17.52
H -4.09 11.89 13.97
H -8.71 13.32 15.23
H -2.88 16.40 20.65
H -11.27 18.82 16.86
H -7.68 17.66 15.83
H -4.92 13.01 18.09
H 2.36 20.07 18.35
H -9.61 14.06 13.86
H -6.10 19.41 18.75
H -3.42 10.26 18.31
H 0.39 21.94 17.30
H 0.79 19.30 21.80
H -3.39 18.11 18.85
H -5.93 18.47 20.23
H -8.91 20.65 15.49
H -3.84 19.94 23.09
H -5.59 16.90 15.07
H -5.30 22.05 22.47
H -7.40 22.79 20.85
H 1.95 20.41 20.87
H -10.75 15.49 19.15
H -3.63 11.42 19.60
H -8.93 13.25 17.97
H -8.62 15.20 24.88
H -8.40 17.78 14.22
H -7.28 16.50 17.88
H -1.27 17.28 18.91
H -9.66 13.87 24.68
H -7.62 20.07 16.74
H -5.01 14.21 20.78
H -4.25 22.72 13.34
H -0.77 18.94 13.84
H -2.16 22.09 19.02
H 0.75 21.12 21.96
H -5.66 11.48 18.18
H -5.80 24.08 18.42
H -0.87 13.73 18.26
H -2.66 11.88 18.23
H -4.19 21.81 15.51
H -5.22 23.26 15.60
H -9.99 22.70 19.19
H -2.02 13.28 23.45
H 3.66 18.81 15.78
H -7.15 12.54 19.51
H -0.70 20.58 17.65
H -0.29 17.53 14.80
H -4.02 19.60 16.28
H -5.04 22.44 18.22
H 4.11 19.79 17.89
H -6.64 14.79 18.06
H -6.60 15.69 16.56
H 0.31 17.07 19.69
H -10.12 12.41 18.92
H -2.20 17.98 21.15
H -8.98 21.20 17.07
H -8.46 23.23 18.33
H -3.29 14.96 25.05
*
```


Record 2
Molecular formula: C51H106N6O19
Method: DFT, the ωB97M-V functional and the def2-TZVPD basis

E_HOMO: -7.65 eV
HOMO-LUMO gap: 0.28037 Ha
LUMO level: -0.0006 Eh
SMILES: Oc1ccc(O)cc1.Oc1ccc(O)cc1.COCCNCCOC.COCCNCCOC.COCCNCCOC.COCCNCCOC.COCCNCCOC.COCCNCCOC.O=C1OCCO1

Structure (ORCA input):
```
! wB97M-V def2-TZVPD RIJCOSX def2/J DEFGRID3
* xyz 0 1
O -1.85 -5.87 5.51
O 0.56 1.96 -0.64
O -4.56 8.27 -3.37
O -10.82 -0.30 5.83
O 7.40 -1.54 -6.29
O 0.79 -13.02 3.05
O 0.54 3.27 5.84
O -0.60 0.75 0.77
O -9.88 0.94 -0.62
O 3.59 -1.51 6.27
O -8.54 -3.29 4.48
O -8.27 3.66 -4.96
O 1.17 -0.22 -0.32
O -1.89 -0.72 7.41
O 1.21 -8.90 -0.17
O -0.75 5.79 -5.74
O 11.70 5.39 -2.18
O 7.68 3.45 -0.59
O 2.08 -0.78 -8.69
N 4.71 -1.42 -7.01
N 9.12 4.55 -2.87
N -3.51 6.52 -5.51
N -8.53 -0.42 4.28
N 1.03 -10.28 2.67
N 3.17 1.56 5.81
C -10.12 0.93 5.44
C -4.59 8.77 -4.74
C 6.63 -2.67 -6.73
C -7.76 2.79 -2.88
C -1.17 -2.36 5.78
C -2.54 -4.28 7.01
C -8.88 -4.58 3.98
C 3.31 -0.94 -6.58
C 0.79 -12.23 4.24
C 5.24 -2.40 -6.11
C -7.56 -2.60 3.76
C -8.65 3.00 -3.87
C 2.52 -0.01 -7.59
C -0.49 4.23 5.67
C -8.18 2.09 -1.75
C -10.45 1.80 -2.79
C 4.52 -0.52 5.95
C 10.20 4.46 -3.85
C -0.25 2.86 0.06
C -3.38 8.67 -2.63
C -3.60 8.02 -5.76
C 3.92 -2.74 5.60
C 8.14 3.48 -2.98
C -1.03 -3.62 5.22
C 1.01 -7.86 -1.17
C 11.29 5.44 -3.55
C 7.38 2.13 -0.06
C 0.12 -14.28 3.18
C -12.13 0.00 6.46
C 0.42 0.74 -0.11
C 1.45 -8.38 1.15
C -9.52 1.57 -1.75
C 2.03 -9.51 1.97
C 12.89 6.13 -1.83
C -2.91 5.71 -6.58
C 0.57 6.26 -5.74
C -8.60 0.68 5.12
C -1.34 1.98 0.65
C -2.54 -3.04 7.59
C -7.28 -1.15 4.23
C 1.61 -10.93 3.85
C -1.45 6.15 -6.98
C 1.33 -0.19 -9.73
C 8.54 -1.51 -7.17
C -1.75 -4.58 5.92
C -9.97 2.50 -3.90
C 1.90 3.70 5.55
C -1.89 -2.02 6.93
C 2.91 2.91 6.44
C 4.17 0.84 6.57
C 7.11 3.64 -1.92
H -1.44 3.71 5.83
H 10.91 6.42 -3.85
H 1.92 0.41 -10.43
H -10.30 1.73 6.15
H 8.35 2.43 -2.78
H 6.65 -2.81 -7.81
H 1.42 -12.71 4.98
H -2.96 -5.11 7.56
H 3.27 0.67 -7.98
H -6.85 -0.98 5.22
H 8.20 -1.27 -8.18
H 4.58 -3.26 -6.25
H 3.91 0.75 7.63
H -1.30 -0.23 6.84
H 7.74 3.42 -3.99
H 9.72 4.53 -2.06
H 13.67 5.85 -2.54
H 2.73 -8.96 2.60
H -6.62 -3.15 3.72
H -2.29 1.85 0.14
H 0.56 7.35 -5.81
H -5.54 8.39 -5.14
H -12.84 0.22 5.66
H -3.51 5.70 -7.48
H 1.24 6.10 -6.59
H -0.92 -14.17 2.86
H -1.21 5.45 -7.78
H 0.56 0.43 -9.27
H -3.07 -2.93 8.52
H 7.06 -3.55 -6.25
H -1.45 7.19 -7.31
H 0.19 -14.75 4.16
H 0.87 -0.88 -10.44
H 3.37 1.53 4.82
H 2.59 -1.75 -6.46
H 4.71 -1.84 -7.93
H 6.43 1.98 0.45
H 0.54 -15.02 2.50
H 0.08 -7.30 -1.18
H -0.78 -1.52 5.22
H -0.37 -3.75 4.38
H 1.13 6.05 -4.83
H 1.54 -10.25 4.70
H 4.98 -2.99 5.60
H 8.13 1.92 0.70
H 1.67 0.46 -7.10
H -11.47 1.46 -2.81
H 2.18 3.70 4.50
H 0.75 -11.05 2.09
H -10.66 1.29 4.56
H 10.64 3.47 -3.95
H 0.48 -8.02 1.47
H -2.50 8.24 -3.11
H -0.40 4.57 4.64
H -9.24 -1.02 4.68
H -12.31 -0.86 7.11
H -6.71 3.04 -2.95
H -7.91 -2.74 2.73
H 5.21 -2.07 -5.07
H -9.26 1.13 0.09
H 2.66 -10.12 1.33
H 5.12 1.36 6.48
H 3.32 -3.54 6.03
H -6.65 -0.54 3.59
H -7.42 4.02 -4.72
H 2.65 -11.22 3.71
H -2.61 8.44 -5.54
H 5.52 -0.81 6.28
H -1.16 -6.06 4.87
H -12.05 0.83 7.16
H -3.52 9.74 -2.76
H -4.50 9.85 -4.74
H 2.03 4.73 5.90
H -3.98 8.01 -6.78
H 13.16 5.77 -0.84
H 4.43 -0.48 4.86
H 9.08 -2.45 -7.06
H 9.98 4.78 -4.87
H -10.62 2.87 -4.68
H 2.62 2.80 7.48
H 3.43 -0.51 -5.58
H -1.50 2.38 1.65
H -0.78 3.39 -0.73
H -8.98 -4.53 2.89
H -7.41 1.93 -1.00
H 6.31 2.93 -2.11
H -8.22 0.48 6.12
H -3.40 8.28 -1.61
H 6.59 4.58 -2.11
H 12.09 5.15 -4.23
H -2.87 6.42 -4.74
H 1.71 -7.02 -1.10
H -0.48 5.11 6.31
H -0.14 -12.06 4.79
H -8.06 1.51 4.67
H -8.08 -5.31 4.09
H 0.24 3.65 0.62
H 1.25 -8.36 -2.10
H 3.54 -2.62 4.58
H 12.78 7.21 -1.75
H 9.25 -0.82 -6.72
H 7.57 1.32 -0.76
H 2.23 -7.61 1.07
H -9.81 -4.88 4.47
H 3.90 3.35 6.50
H -2.90 4.67 -6.24
*
```